[1]
Density functional theory data (ωB97M-V/def2-TZVPD) for a 2-piece molecular cluster, C3H8N overall.

Geometry as XYZ:
```
12
Properties=species:S:1:pos:R:3:forces:R:3
C -1.562 0.708 0.004 -0.6683 -0.5278 2.1092
C -0.563 -0.384 -0.259 0.4718 3.4855 -2.5964
C 0.611 -0.640 0.462 2.9052 -1.5244 1.6965
N 1.800 -1.052 -0.214 -3.8235 2.8333 0.4377
H -1.748 1.348 -0.885 0.0494 -0.7578 0.5223
H -2.516 0.238 0.388 0.6426 0.5557 -0.7085
H -1.161 1.336 0.839 -0.6438 -0.3837 -0.7437
H -0.580 -0.799 -1.285 -0.0693 -0.2419 0.6018
H 0.619 -0.735 1.576 -0.3312 0.2891 -0.7535
H 2.621 -1.276 0.356 -0.3939 0.5842 -0.3088
H 1.608 -0.088 -0.678 3.2261 -2.6368 -0.7043
H 0.871 1.343 -0.303 -1.3651 -1.6753 0.4476
```
Positions in Å, forces in eV/Å.

Output
- Energy: -4717.303 eV
- HOMO level: -14.954 eV
- Charge: +1
- Frontier orbital gap: 7.0 eV
- F_max: 4.8 eV/Å

***

[2]
Density functional theory data (ωB97M-V/def2-TZVPD) for a 2-piece molecular cluster, C4H7BO2 overall.

Geometry as XYZ:
```
14
Properties=species:S:1:pos:R:3:forces:R:3
B 2.128 -0.609 -0.196 0.9609 0.6331 -0.5168
C -2.128 1.291 0.257 -0.1188 -2.1044 -1.2603
C -2.563 -1.183 -0.241 2.7890 0.4473 0.2859
C -1.911 0.142 -0.492 -1.5202 1.8797 1.7543
C 3.428 0.111 0.343 -0.7905 1.0216 -0.6128
O -3.518 -1.401 0.407 -2.6608 -0.1729 1.2090
O 1.164 -1.105 -0.731 0.1077 -0.0054 0.3648
H -1.721 2.257 0.095 1.1493 0.4340 -0.9892
H -2.786 1.482 1.106 -0.2827 -1.4178 -0.0898
H -1.915 -2.032 -0.532 -0.0440 -0.0327 -0.6357
H -1.266 -0.011 -1.333 0.7237 0.9818 -0.2580
H 3.290 1.237 0.218 -0.2462 -1.3358 0.5387
H 4.325 -0.025 -0.329 -0.8286 -0.6504 1.1934
H 3.473 -0.152 1.429 0.7611 0.3219 -0.9834
```
Positions in Å, forces in eV/Å.

Output
- Structure (SMILES): C=CC=O.CB=O
- Energy: -9032.210 eV
- HOMO level: -9.520 eV
- Frontier orbital gap: 9.8 eV
- F_max: 3.0 eV/Å

***

[3]
Density functional theory data (ωB97M-V/def2-TZVPD) for an isolated ion of composition C10H10N3O2 and charge +1.

Geometry as XYZ:
```
25
Properties=species:S:1:pos:R:3:forces:R:3
C -1.452 1.376 -2.215 -0.4262 0.7348 0.2460
C -1.604 2.136 -0.973 0.7760 -2.3409 -0.5297
C -1.052 0.107 -2.215 0.9357 -1.3525 -3.2986
C -1.212 1.574 0.227 -1.2791 -0.4033 -1.8895
C -0.863 -0.683 -0.951 -1.8753 0.5373 -0.1930
C -0.802 0.215 0.298 0.9209 0.7930 -1.8636
C 1.222 0.665 2.586 -1.5285 -0.8979 -3.0956
C 1.894 -0.425 2.727 0.7555 1.0443 2.6205
C 2.399 -1.873 -0.215 6.8597 0.3955 -2.0966
C 0.474 -1.500 1.310 0.3599 -0.0950 0.7436
N 0.156 -1.763 -1.048 2.2034 1.0545 1.3503
N 1.097 -1.869 -0.029 -4.7373 0.7642 -1.5590
N -0.097 -0.264 1.281 1.2151 1.5414 3.6684
O 3.024 -1.739 -1.296 -2.7046 -0.5513 2.2285
O 1.412 -1.593 2.327 0.1730 -2.0222 -1.0298
H -1.725 1.832 -3.184 0.3213 -0.1548 0.7434
H -2.007 3.095 -1.072 -0.3803 1.3707 0.2892
H -0.966 -0.407 -3.294 -0.1210 0.7851 2.7627
H -1.392 2.193 1.062 0.4074 0.1633 1.3029
H -1.879 -1.139 -0.892 0.5241 -0.6196 0.3589
H 1.262 1.701 2.472 -0.0334 1.2221 0.2237
H 2.681 -0.471 3.495 -0.0210 -0.3486 -0.6336
H 3.039 -1.923 0.725 -1.2568 -0.1730 -0.8703
H -0.213 -2.268 1.492 -1.2008 -1.3475 0.1496
H 0.567 -1.875 -1.985 0.1123 -0.0996 0.3715
```
Positions in Å, forces in eV/Å.

Output
- Energy: -19082.246 eV
- Multiplicity: 3
- HOMO level (spin up / spin down): -10.235 / -12.603 eV
- Charge: +1
- Frontier orbital gap (spin up / spin down): 6.0 / 5.1 eV
- F_max: 7.2 eV/Å

***

[4]
Density functional theory data (ωB97M-V/def2-TZVPD) for a 15-piece molecular cluster, C47H54Cl14N8 overall.

Geometry as XYZ:
```
123
Properties=species:S:1:pos:R:3:forces:R:3
N -1.239 -3.352 3.381 -0.2258 1.4903 -0.0478
C -0.900 -2.693 4.527 -0.1405 -1.2179 -2.1661
C -1.770 -1.838 5.116 -0.5664 1.4655 0.9326
C -3.012 -1.540 4.540 1.3372 0.0006 2.0246
C -3.330 -2.194 3.404 -1.8814 1.7557 -0.5400
C -2.410 -2.971 2.804 1.8310 -3.2604 0.3182
H 0.116 -2.830 4.865 0.0119 -0.2579 0.3474
H -1.450 -1.352 6.025 -0.1010 0.1602 0.1205
H -3.672 -0.846 5.039 -0.1476 -0.0077 -0.0778
H -4.296 -1.945 2.989 -0.0361 -0.3715 -0.5244
H -2.669 -3.575 1.947 -0.0013 0.2555 -0.4287
N 6.328 0.244 0.001 0.2240 -0.0019 0.6825
C 5.551 0.767 0.978 1.2725 0.1737 -0.9020
C 6.018 1.192 2.228 0.5240 -0.2998 -0.8893
C 7.383 0.986 2.520 -0.2805 -0.7180 -0.9811
C 8.176 0.364 1.536 -0.6029 0.4925 -0.7562
C 7.627 0.053 0.276 -1.0787 0.0640 1.3025
H 4.548 0.928 0.613 -0.3986 0.0823 0.5229
H 5.305 1.718 2.846 0.2412 -0.1079 0.4591
H 7.829 1.231 3.473 -0.1264 0.2182 0.0596
H 9.241 0.193 1.606 0.0440 0.0115 0.6049
H 8.214 -0.446 -0.481 0.1220 0.1704 -0.1712
N -2.155 4.476 -2.820 1.7371 1.1459 -0.0925
C -2.188 5.415 -3.799 1.6379 0.5194 1.6833
C -1.463 6.640 -3.678 -0.3393 -0.4198 0.1359
C -0.616 6.895 -2.605 -0.2778 -1.5118 0.8221
C -0.451 5.866 -1.639 -1.6299 -0.0418 -1.1902
C -1.253 4.714 -1.798 -0.4806 0.6586 -0.9706
H -2.662 5.195 -4.744 -0.6149 -0.1086 0.2210
H -1.602 7.433 -4.398 -0.0224 -0.1466 -0.3280
H -0.097 7.833 -2.479 -0.0162 0.0890 -0.1804
H 0.133 5.989 -0.740 0.2593 -0.0722 -0.1694
H -1.155 3.917 -1.076 -0.2001 0.0328 0.1476
N 0.350 -7.873 1.088 -0.5712 2.5231 -1.1930
C 1.180 -8.297 0.132 0.3444 -0.2349 -0.1539
C 1.452 -7.692 -1.111 -2.2414 1.2667 0.9053
C 0.686 -6.520 -1.403 1.5503 -0.8594 0.9878
C -0.095 -5.927 -0.385 0.1115 -1.7981 0.1663
C -0.257 -6.648 0.826 0.9685 -1.3580 -0.8765
H 1.669 -9.230 0.372 0.1630 -0.2003 -0.0105
H 2.099 -8.166 -1.834 0.0338 0.0772 0.0151
H 0.848 -6.065 -2.369 -0.3965 0.3300 -0.0209
H -0.672 -5.038 -0.592 0.0697 0.1318 0.1296
H -0.930 -6.313 1.601 -0.0289 0.2157 0.0524
N -0.823 -4.697 -3.783 -0.9501 0.1766 1.0409
C -1.248 -5.720 -4.545 0.1410 1.8317 -1.1134
C -2.504 -5.718 -5.147 -1.2291 2.0434 0.6418
C -3.336 -4.611 -4.864 0.0591 0.2570 1.4374
C -3.036 -3.673 -3.824 2.9055 -0.3832 -0.8817
C -1.698 -3.729 -3.337 -0.1663 -3.0447 -1.3390
H -0.464 -6.314 -4.990 0.1231 -0.6188 0.5139
H -2.921 -6.360 -5.909 0.6694 -0.5437 0.0726
H -4.248 -4.519 -5.435 -0.1932 0.0698 0.1019
H -3.488 -2.734 -3.543 -1.0864 -0.3171 -0.2931
H -1.266 -3.134 -2.547 -0.2544 0.5987 -0.1650
N -1.830 1.173 0.346 -1.1854 -1.3473 1.7188
C -1.159 1.336 -0.789 -1.6977 1.9035 1.7099
C 0.110 0.923 -0.943 1.0137 -2.2439 -0.9271
C 0.579 -0.047 -0.068 -0.3231 0.2762 1.5476
C -0.162 -0.350 1.132 -0.1414 0.9381 -1.2087
C -1.382 0.318 1.322 1.5053 0.5552 -2.6863
H -1.656 2.015 -1.466 0.0361 -0.1442 -0.4761
H 0.590 1.081 -1.897 0.3541 0.2210 0.0774
H 1.531 -0.469 -0.358 0.1309 -0.4503 0.5930
H 0.123 -0.993 1.951 0.5166 -0.4311 -0.3999
H -1.958 0.077 2.203 -0.3572 0.5021 0.0255
N -6.237 8.626 0.176 1.0079 0.3152 1.8528
C -5.246 8.429 1.133 -2.7067 0.0290 -2.3802
C -4.149 7.685 0.823 0.4056 -1.3625 0.6262
C -4.039 7.025 -0.410 -0.8667 1.2160 0.4557
C -5.031 7.293 -1.358 1.9957 -1.8926 0.1792
C -6.100 8.072 -1.012 -0.0636 1.3484 0.1215
H -5.543 8.786 2.108 0.5166 0.1725 0.1216
H -3.519 7.366 1.640 0.5100 0.3132 -0.0203
H -3.210 6.344 -0.534 -0.0649 -0.0512 -0.4478
H -4.932 6.738 -2.280 -0.3702 0.3030 -0.3803
H -6.818 8.413 -1.742 -0.3435 -0.4396 -0.1734
N 2.570 -1.077 5.824 -1.4016 2.9415 -0.3102
C 3.430 -1.000 4.796 -0.6684 -1.6812 1.0902
C 3.128 -0.374 3.639 -0.8693 2.4426 -2.4749
C 1.950 0.409 3.475 1.5415 -0.7802 0.8946
C 1.189 0.586 4.598 -0.1031 -0.3480 0.5975
C 1.532 -0.149 5.743 1.1954 -1.8385 0.1217
H 4.300 -1.628 4.920 0.3120 0.0821 -0.2180
H 3.805 -0.247 2.807 0.3873 -0.7969 0.0688
H 1.702 0.941 2.568 0.2406 -0.1352 -0.1404
H 0.367 1.281 4.522 -0.2569 -0.0787 0.5508
H 0.987 -0.101 6.674 -0.3809 0.1841 -0.0871
C -6.083 2.080 -2.208 0.5228 -0.4941 -0.1862
Cl -6.420 3.530 -3.227 0.1326 -0.9508 0.6905
Cl -4.376 1.485 -2.392 -0.8572 0.4904 0.1680
H -6.287 2.270 -1.154 0.3202 0.4650 -0.2475
H -6.689 1.216 -2.482 -0.1206 0.4860 -0.4478
C 5.216 -1.705 -3.314 -0.3004 -0.7076 -0.0086
Cl 4.822 -1.659 -5.091 0.6895 -0.3097 0.8834
Cl 6.962 -1.940 -2.820 -1.2440 0.7431 -0.7675
H 4.673 -0.828 -2.963 1.0534 0.1745 0.4530
H 4.753 -2.576 -2.849 -0.0678 0.1200 -0.5548
C 0.198 0.916 -5.543 -0.7689 0.2387 1.2106
Cl -0.030 -0.472 -4.416 0.4300 0.1978 -0.3825
Cl 0.540 2.416 -4.631 0.2579 -0.1524 -0.0547
H 1.023 0.742 -6.235 -0.4903 -0.1353 0.0351
H -0.818 1.084 -5.899 0.5819 -0.1653 -0.7460
C 3.081 -4.067 -0.359 0.0496 -0.5206 1.5065
Cl 4.693 -3.583 0.204 0.1594 0.0402 -0.2395
Cl 2.435 -3.071 -1.589 -0.4529 0.8446 -1.3583
H 3.113 -5.103 -0.699 -0.0238 0.2041 0.1995
H 2.426 -3.900 0.496 0.1113 -0.5838 -0.0227
C 3.801 3.928 -1.407 0.5484 -0.9145 0.1173
Cl 2.874 4.664 -0.087 0.0417 -0.3547 -0.1907
Cl 3.629 4.807 -2.921 0.1987 0.0610 0.1117
H 4.829 3.801 -1.070 0.1171 0.9158 -0.2099
H 3.555 2.885 -1.610 -0.9271 0.2219 0.1901
C -4.595 3.039 2.903 0.1762 0.9542 -0.2924
Cl -5.083 2.159 4.345 -0.1183 -0.1228 -0.2487
Cl -4.468 4.843 3.313 0.1411 -1.5079 -0.5443
H -3.670 2.612 2.516 0.2874 0.5265 0.4429
H -5.290 2.950 2.068 -0.4070 0.0952 0.5599
C 1.235 -5.704 4.142 -0.5697 0.9230 -1.0900
Cl 2.042 -7.154 4.576 0.0934 -1.0487 0.5852
Cl 2.435 -4.373 4.129 -0.5059 0.1122 -0.0961
H 0.820 -5.834 3.143 0.4553 0.1658 -0.0705
H 0.360 -5.430 4.732 0.5216 -0.1396 0.5954
```
Positions in Å, forces in eV/Å.

Output
- Energy: -236844.652 eV
- HOMO level: -9.379 eV
- Frontier orbital gap: 9.6 eV
- F_max: 3.8 eV/Å